ORCA calculation (the ωB97M-V functional and the def2-TZVPD basis) on C4H9NO as an isolated structure at a distorted geometry.

Geometry as ORCA input:
```
! wB97M-V def2-TZVPD RIJCOSX def2/J DEFGRID3
* xyz 0 1
C 0.52801 -1.20749 -0.30060
N 0.71488 0.19331 -0.00766
C 0.96071 0.50058 1.36155
C -0.06797 1.10538 -0.80482
C -1.49788 0.76499 -0.77138
O -1.98862 -0.40790 -0.16172
H -0.12939 -1.58870 0.48572
H 0.06836 -1.50204 -1.23366
H 1.46798 -1.77864 -0.24294
H 1.57786 -0.29570 1.80832
H 0.01936 0.60249 1.94634
H 1.49052 1.43861 1.40619
H 0.39893 1.03688 -1.77313
H -1.33439 -0.44348 -1.10781
H -2.20837 1.58172 -0.60439
*
```

Kohn-Sham gap   7.96 eV
HOMO level   -8.169 eV
E_tot   -7825.23849 eV
Max |F|   5.0 eV/Å


ORCA calculation (the ωB97M-V functional and the def2-TZVPD basis) on C4H9NO as an isolated structure at a distorted geometry.

Geometry as ORCA input:
```
! wB97M-V def2-TZVPD RIJCOSX def2/J DEFGRID3
* xyz 0 1
C 1.07072 -0.80515 -1.49085
C -0.31669 -0.30633 -1.71320
C -0.95238 0.81700 -1.18865
C -0.67882 1.21169 0.13447
N -0.94563 2.54360 0.49075
O -0.17516 0.46222 1.02309
H 1.36699 -1.69689 -2.02224
H 1.83600 -0.11469 -1.24095
H 0.29103 -0.83978 -0.64116
H -1.03103 -1.04221 -2.18831
H 2.06300 -3.68337 4.43908
H 1.35081 -3.83538 4.31744
H -1.37787 1.60925 -1.74648
H -1.96594 2.94466 0.34727
H -0.53505 2.73537 1.47973
*
```

Kohn-Sham gap   7.78 eV
HOMO level   -7.814 eV
E_tot   -7826.78167 eV
Max |F|   3.3 eV/Å


ORCA calculation (the ωB97M-V functional and the def2-TZVPD basis) on a 2-piece molecular cluster, C4H9NO overall.

Geometry as ORCA input:
```
! wB97M-V def2-TZVPD RIJCOSX def2/J DEFGRID3
* xyz 0 1
C 0.21139 0.87025 0.92365
C 0.65719 0.67762 2.16310
N 1.82983 1.18244 2.70385
H 0.70546 1.52018 0.21755
H -0.69955 0.37546 0.62545
H 0.04415 0.16877 2.89512
H 2.49677 1.55636 2.04504
H 2.27719 0.60084 3.39310
C -1.59317 -1.42233 -1.36483
C -0.73319 -0.93672 -2.23599
O -1.07276 -0.67216 -3.53811
H -1.19536 -1.77408 -0.42335
H -2.64977 -1.48597 -1.55674
H 0.31647 -0.77147 -2.01412
H -0.59465 0.11079 -3.83374
*
```

SMILES   C=CN.C=CO
Kohn-Sham gap   9.22 eV
HOMO level   -8.330 eV
E_tot   -7829.80148 eV
Max |F|   0.5 eV/Å


ORCA calculation (the ωB97M-V functional and the def2-TZVPD basis) on one molecule with the formula C4H9NO at a distorted geometry.

Geometry as ORCA input:
```
! wB97M-V def2-TZVPD RIJCOSX def2/J DEFGRID3
* xyz 0 1
C -0.40549 -1.43750 0.95674
C -0.42502 -0.65010 -0.34038
O -1.49157 0.34178 -0.31727
C -0.61003 1.32824 -0.91637
C 0.62118 0.43892 -0.68395
N 1.35581 0.91816 0.49587
H -0.61814 -0.80327 1.82373
H 0.56673 -1.91571 1.10883
H -1.16508 -2.22647 0.93365
H -0.58070 -1.33552 -1.18575
H -0.64635 2.28497 -0.38695
H -0.86876 1.48873 -1.96858
H 1.23644 0.25500 -1.56702
H 0.81596 0.90983 1.36022
H 2.21508 0.40294 0.68720
*
```

SMILES   C[C@H]1OC[C@H]1N
Kohn-Sham gap   10.28 eV
HOMO level   -9.229 eV
E_tot   -7830.32026 eV
Max |F|   1.7 eV/Å


ORCA calculation (the ωB97M-V functional and the def2-TZVPD basis) on a 2-piece molecular cluster, C4H9NO overall.

Geometry as ORCA input:
```
! wB97M-V def2-TZVPD RIJCOSX def2/J DEFGRID3
* xyz 0 1
C 1.78476 0.46268 0.19215
C 0.82716 -0.30178 -0.66193
N 0.34991 -1.42556 -0.29186
C -0.51240 -2.05319 -1.21943
O -0.43103 -1.96922 -2.42117
H 2.80944 0.21814 -0.11329
H 1.66439 0.18788 1.24271
H 1.65186 1.54186 0.06940
H 0.53783 0.13409 -1.62745
H -1.27471 -2.67661 -0.72393
C -1.48230 1.17520 1.11165
H -0.79216 1.85319 0.59996
H -1.61048 1.50375 2.14484
H -2.44555 1.18740 0.59649
H -1.07671 0.16217 1.10184
*
```

SMILES   C/C=N/C=O.C
Kohn-Sham gap   10.36 eV
HOMO level   -10.092 eV
E_tot   -7830.73249 eV
Max |F|   0.5 eV/Å


ORCA calculation (the ωB97M-V functional and the def2-TZVPD basis) on one molecule with the formula C4H9NO.

Geometry as ORCA input:
```
! wB97M-V def2-TZVPD RIJCOSX def2/J DEFGRID3
* xyz 0 1
C 2.46239 0.54403 -0.13836
O 1.07242 0.43712 -0.26552
C 0.63612 -0.90369 -0.14224
C -0.84197 -1.07940 -0.10768
C -2.68520 0.26171 0.53790
N -1.44546 0.08317 -0.19281
H 2.96549 0.00377 -0.95328
H 2.81376 0.13143 0.82141
H 2.72313 1.60362 -0.18745
H 0.90111 -1.28552 0.86291
H 1.13426 -1.55909 -0.86932
H -2.92814 -0.72944 0.92029
H -2.45354 0.91974 1.38283
H -3.51461 0.67926 -0.03608
H -0.91499 0.93228 -0.39982
*
```

Kohn-Sham gap   9.18 eV
HOMO level   -8.182 eV
E_tot   -7828.71628 eV
Max |F|   0.5 eV/Å


In the order shown, the computed relative energy (zero: lowest compared OMol25 entry of this formula, charge and spin) values come out to 163.30 127.72 58.08 46.11 36.61 83.10 kcal per mole.